1.
Density functional theory data (the ωB97M-V functional and the def2-TZVPD basis) for a molecular structure, C11H23AsCl20F6O5PY in a non-equilibrium geometry.

Structure (XYZ):
```
68
Properties=species:S:1:pos:R:3:forces:R:3:lowdin_charge:R:1
H 0.6833 -0.9185 -0.7283 -0.553 -0.297 0.781 0.05
H 2.3418 4.0588 3.4114 -0.386 0.023 0.205 0.02
O -2.3240 3.0211 2.2768 11.805 -3.614 4.130 -0.60
H 3.3594 -6.7474 1.1950 -0.325 0.354 -0.424 0.03
H 2.5769 2.3234 3.3604 -0.431 -0.219 0.257 0.02
H -3.7612 4.5561 -3.7925 0.037 0.115 0.496 0.03
P -3.2588 4.0055 1.5903 1.629 -4.069 5.338 -0.01
C -3.5366 3.6622 -3.2106 -1.724 -0.627 -0.089 -0.99
O -3.7199 2.6230 1.0982 -7.518 -0.474 -8.287 -0.47
Cl 3.0089 -6.0097 3.3317 -0.082 -0.133 0.461 0.50
C 0.7117 0.0666 -1.1942 -0.460 1.425 0.377 -0.29
H 1.0345 -3.7312 -1.5679 -0.123 -0.819 -0.394 0.00
H 1.2496 -2.6507 -2.9005 0.372 -0.261 -0.498 0.02
H 4.2377 0.5620 -0.3793 0.298 0.163 -0.090 0.03
As -2.2418 -0.7771 2.5269 -0.603 2.833 1.569 0.97
H 1.0173 1.5968 -4.8271 -0.073 -0.023 -0.385 0.04
F -2.1872 0.4533 1.2042 0.014 -1.916 0.139 -0.37
H -1.4907 -4.6518 1.6337 -0.543 -0.280 -0.021 0.00
H 3.5068 -4.9185 1.3594 0.123 -0.432 -0.186 -0.04
F -2.9344 0.5465 3.4902 0.490 -2.039 -0.551 -0.24
Cl -0.3330 1.7729 -6.8267 0.018 0.404 0.195 0.48
H 1.7765 0.2994 -1.1834 0.506 0.293 0.049 0.03
H 2.0447 6.3392 -0.0174 -0.110 0.018 -0.307 0.03
C 0.3464 0.9655 -5.4096 -0.278 -0.851 0.022 -1.00
C -3.1493 -1.6055 -1.3795 0.986 0.623 0.121 -0.98
Cl -3.0653 0.1531 -1.6229 -0.791 0.293 0.030 0.56
Cl 1.8052 -2.7326 4.1074 -0.452 0.408 -0.581 0.48
C 1.6196 -3.5839 -2.4757 0.618 0.158 0.456 -0.96
Cl 5.9757 -0.0429 -1.9123 -0.129 0.040 0.267 0.46
F -0.6330 -0.1485 2.9796 -0.673 -1.012 -0.349 -0.29
Cl 5.0208 2.6539 -1.2520 -0.373 -0.609 -0.034 0.48
H -1.1742 -4.2752 3.3013 -0.568 0.489 0.010 0.01
Cl 1.2004 -0.5059 -5.9813 0.157 0.223 0.362 0.46
Cl -1.9270 3.7303 -2.5743 0.745 0.102 -0.076 0.56
Cl -1.7596 -6.4415 3.1794 0.220 -1.501 -0.001 0.50
H 1.3606 -2.6747 1.7266 -0.296 0.081 0.505 -0.01
Cl 0.8762 7.0132 -1.9996 0.209 0.086 0.265 0.45
H -3.6644 -1.9529 -0.4839 -0.074 0.601 -0.063 0.03
C 4.5772 0.9206 -1.3510 0.098 -0.130 -0.259 -1.00
Cl 0.5234 3.0050 2.2683 1.048 0.154 1.420 0.57
H 3.7979 0.7297 -2.0888 0.087 0.515 0.140 0.01
Cl 1.6340 -4.9463 -3.6641 -0.424 0.842 0.782 0.46
H 0.4989 -0.1527 -2.2405 -0.351 0.090 -0.684 0.04
Cl 3.2950 -3.3458 -1.8515 -0.470 0.156 -0.278 0.45
H -3.6594 2.8099 -3.8788 0.319 -0.012 0.180 0.02
H 0.3435 6.7665 0.2784 -0.162 -0.445 -0.109 0.04
Cl 1.3097 -5.4893 1.0093 -0.246 -0.255 -0.197 0.55
O -0.0665 1.1028 -0.6578 0.562 -0.683 -0.473 -0.51
Cl -3.9178 -2.3083 -2.8017 0.069 -0.485 -0.124 0.49
H -0.4758 0.6008 -4.7939 0.131 0.250 -0.044 0.02
H -2.0772 -1.7909 -1.3133 -0.318 -0.895 -0.139 0.01
Cl -4.7387 3.3831 -1.8758 0.681 0.415 -0.790 0.51
F -3.9526 -1.1756 1.9951 2.585 -0.365 0.368 -0.31
C 2.9374 -5.8206 1.5836 0.559 0.346 0.246 -1.03
H 1.7363 -1.0504 2.3578 -0.159 -0.194 0.360 0.03
Cl 1.0357 2.9782 5.1325 0.773 0.040 -0.659 0.48
Cl 0.6693 4.5357 -0.5164 0.483 -0.247 -0.359 0.55
C 1.9847 -2.1099 2.4192 -1.958 0.076 0.677 -1.05
Cl 3.5764 -2.3648 1.9400 2.622 -0.086 -0.953 0.57
Y -1.6191 2.4646 0.2853 -0.592 -1.464 1.853 1.10
F -2.2082 -1.8681 3.9676 -0.087 0.747 -1.937 -0.32
C -1.8650 -4.8055 2.6458 -0.005 1.270 0.345 -1.07
O -3.7734 4.2495 2.9692 -4.522 5.601 -0.029 -0.31
C 1.8296 3.1021 3.5132 -0.495 -0.027 -0.301 -0.93
O -2.0695 4.5231 0.7199 -1.193 4.085 -3.354 -0.57
F -1.3826 -1.9714 1.4429 -1.361 0.763 1.008 -0.30
C 1.0242 6.2338 -0.3857 -0.118 0.535 -0.011 -0.97
Cl -3.5608 -4.2401 2.8373 0.779 -0.152 -0.376 0.53
```
Positions in Å, forces in eV/Å.

Computed properties:
- Orbital gap: 2.78 eV
- Net charge: -2
- Max |F|: 13.02 eV/Å


2.
Density functional theory data (the ωB97M-V functional and the def2-TZVPD basis) for a molecular structure, C14H32N4O6Sr in a non-equilibrium geometry.

Structure (XYZ):
```
57
Properties=species:S:1:pos:R:3:forces:R:3:nbo_charge:R:1
C 7.9474 1.5439 3.8669 -0.590 -0.115 0.135 -0.41
H 6.5237 3.8892 -3.8031 -0.465 0.415 -0.033 0.27
H 3.1640 1.0824 -3.6028 0.095 -0.381 -0.293 0.09
O 8.9294 1.0259 -2.2279 0.426 -0.088 0.369 -0.70
H 12.2377 1.4057 -4.5093 0.171 0.268 -0.300 0.20
H 6.6905 -4.6497 -1.6095 -0.442 -0.025 0.078 0.22
O 4.3034 2.5135 -2.7808 1.474 -0.068 -0.145 -1.06
H 8.9851 1.8224 3.7052 -0.005 -0.067 -0.052 0.21
H 6.0761 -0.2323 3.3368 0.093 -0.077 -0.139 0.18
C 7.0804 -2.4173 0.8545 0.015 -0.395 0.353 -0.42
H 6.1507 -2.5093 1.4203 -0.141 0.190 -0.036 0.19
C 9.4702 1.8025 -4.8686 0.475 -0.604 0.519 -0.44
N 10.3952 1.8717 -3.7208 -0.204 1.072 -0.028 -0.41
H 8.4751 1.5006 -4.5357 0.026 -0.404 -0.239 0.29
C 5.9366 0.7147 2.7909 0.226 -1.781 0.347 -0.43
C 10.0175 1.5129 -2.4892 -0.107 0.148 -0.603 0.55
O 7.2758 1.2723 0.3555 0.241 0.409 0.222 -0.67
H 7.4478 2.3005 4.4791 0.073 0.178 -0.166 0.20
C 6.7965 -4.3728 -0.5591 0.963 -0.674 -1.026 -0.41
N 6.9254 -2.9366 -0.4888 -0.327 -0.029 1.006 -0.42
H 7.4396 -1.3948 0.8894 -0.073 0.116 -0.313 0.24
H 5.2639 1.2380 3.4723 -0.006 0.691 -0.583 0.21
H 9.9821 5.1262 -4.5443 0.073 0.076 0.012 0.19
H 9.2723 4.6724 -1.6606 0.187 0.261 -0.057 0.12
C 6.6234 -2.1643 -1.5411 0.372 -0.004 -0.907 0.57
C 9.2814 5.7712 -4.0066 0.498 0.108 0.622 -0.40
H 9.7935 6.3225 -3.2140 0.244 -0.095 -0.176 0.20
O 6.4459 -0.9601 -1.5555 0.061 -0.485 0.695 -0.68
H 6.0088 -4.8277 0.0408 -0.304 0.449 -0.017 0.20
H 6.6621 -2.7532 -2.4712 -0.379 0.137 -0.103 0.13
C 11.7646 2.2603 -4.0156 -0.183 -0.707 -0.034 -0.41
H 7.8616 0.6181 4.4426 0.473 0.010 0.044 0.20
H 10.7803 1.7356 -1.7292 0.047 -0.241 0.120 0.12
H 8.9070 6.5106 -4.7114 -0.334 -0.102 0.072 0.22
H 9.9557 1.0802 -5.5267 -0.634 -0.068 -0.392 0.20
N 8.2227 4.9900 -3.4014 0.497 0.186 -1.254 -0.41
O 6.0941 0.8644 -4.5769 -0.413 0.737 1.193 -1.07
H 3.1083 2.5555 -4.4930 0.145 0.247 -0.128 0.11
H 5.5346 0.4127 1.8292 -0.343 0.539 -0.034 0.25
C 8.3544 4.4246 -2.2047 -0.322 0.051 -0.142 0.55
H 7.7240 -4.8864 -0.2830 0.079 0.316 0.326 0.20
H 9.3358 2.7454 -5.3997 0.442 0.218 0.219 0.20
C 7.1086 4.6821 -4.2764 -0.964 -0.580 0.424 -0.45
C 4.8363 1.3594 -5.0017 0.773 -0.178 -0.301 -0.07
H 7.7948 -3.0742 1.3560 0.120 0.180 0.047 0.20
H 8.6637 2.2397 1.5654 0.201 -0.120 -0.563 0.12
H 12.3517 2.4376 -3.1156 -0.231 0.218 0.110 0.21
N 7.2353 1.3063 2.6230 0.293 0.785 0.112 -0.42
H 11.7634 3.1302 -4.6686 0.175 0.035 0.025 0.20
O 7.5208 3.6831 -1.7090 0.167 -0.042 0.451 -0.70
H 7.3438 4.2612 -5.2563 0.685 0.250 0.068 0.21
Sr 6.5104 1.4631 -2.1207 -2.027 -0.058 -1.421 1.84
H 4.3044 0.5861 -5.5871 -0.248 -0.249 0.278 0.11
C 7.7637 1.6252 1.4137 -0.761 -0.426 0.900 0.56
H 6.5200 5.5912 -4.4104 -0.189 -0.199 -0.023 0.21
H 4.9943 2.1039 -5.8072 0.086 0.573 0.273 0.09
C 3.8195 1.9139 -3.9355 -0.205 -0.599 0.489 -0.07
```
Positions in Å, forces in eV/Å.

Computed properties:
- Energy above the lowest of the compared OMol25 structures with the same formula, charge and spin: 0.0 kcal/mol
- Orbital gap: 5.23 eV
- Max |F|: 2.48 eV/Å


3.
Density functional theory data (the ωB97M-V functional and the def2-TZVPD basis) for a gas-phase ion, C13H26N4O2P (charge +1).

Structure (XYZ):
```
46
Properties=species:S:1:pos:R:3:forces:R:3:nbo_charge:R:1
H 0.9593 -2.8732 2.9885 0.010 0.064 -0.005 0.25
N -0.3183 1.6085 -0.4560 -0.013 -0.033 0.089 0.07
C 1.7346 0.7481 1.7777 0.106 0.036 -0.157 -0.09
H -2.4622 1.0443 2.9426 -0.019 0.004 0.000 0.21
H 2.3226 1.1073 -4.8162 -0.022 -0.002 0.008 0.25
H -0.6550 1.6627 1.5972 -0.018 -0.090 -0.082 0.24
C -2.4235 2.4298 0.6302 0.048 -0.096 -0.004 -0.41
O 1.0784 -0.5065 1.6734 -0.074 -0.120 0.374 -0.54
C 2.3481 -1.6716 -2.2076 -0.272 0.131 0.012 -0.92
H 1.0029 -0.0428 -4.4805 -0.017 -0.019 0.002 0.26
C 2.0435 1.3218 0.4035 0.083 -0.023 0.022 -0.26
H -4.3581 -0.3658 -0.1568 0.013 -0.019 0.002 0.23
H -0.4224 3.2315 0.8130 0.015 -0.011 -0.008 0.23
P 2.6130 0.1014 -2.6212 0.158 0.001 0.052 0.80
H -0.7977 -3.7306 1.6438 0.037 -0.081 -0.040 0.23
H -4.2642 1.5529 1.1733 0.034 0.134 -0.048 0.22
H 3.2112 -2.2304 -2.5660 -0.010 -0.033 0.025 0.26
C 2.0668 0.1508 -4.3644 -0.024 -0.055 -0.015 -0.93
C -0.1071 -3.0836 1.1082 0.025 0.122 -0.011 -0.60
O 3.0676 -1.4799 1.3423 -0.080 -0.047 0.097 -0.58
H 2.8433 0.7298 -0.0358 0.059 0.056 -0.011 0.27
H -2.6834 2.8895 -0.3237 -0.048 -0.006 0.013 0.24
H 0.1125 -3.5394 0.1433 -0.023 0.011 -0.008 0.22
H 1.8912 -3.6816 1.7291 -0.010 -0.047 0.110 0.25
H -2.6545 3.1635 1.4059 0.026 0.024 -0.009 0.24
H -0.6191 -2.1384 0.9293 -0.026 -0.014 0.049 0.21
H -3.5382 -0.2693 2.4903 0.010 -0.014 0.005 0.24
N 0.9569 1.2184 -0.5882 0.115 -0.146 -0.080 -0.13
C -0.9126 2.2597 0.7287 -0.017 0.245 0.060 -0.24
H 1.4346 -2.0547 -2.6639 0.043 -0.046 -0.042 0.24
C 1.1801 -2.8809 1.9186 -0.032 -0.049 -0.156 -0.52
H -1.9136 -0.2472 1.8456 0.086 0.083 0.045 0.20
H -3.5731 0.8081 -1.2266 -0.148 0.003 0.017 0.22
C 1.0621 0.7417 -1.8396 -0.136 -0.009 -0.019 0.13
C -3.2739 1.1762 0.9056 -0.041 -0.071 0.073 -0.22
H 1.0997 1.3844 2.3860 -0.025 0.021 -0.047 0.20
H 2.6211 -0.6338 -4.8821 0.054 0.056 -0.020 0.25
C 1.9048 -1.6046 1.6145 0.076 0.189 -0.225 0.81
H 2.3881 2.3549 0.4623 -0.141 0.043 0.032 0.25
C -2.7582 0.3936 2.1160 -0.149 -0.100 -0.051 -0.62
N -0.9554 1.3996 -1.5549 0.006 0.072 -0.034 0.06
H 2.6947 0.6559 2.2862 -0.004 -0.089 -0.002 0.24
C -3.4708 0.2505 -0.2968 0.175 -0.012 -0.009 -0.61
H 2.2789 -1.7888 -1.1268 0.158 -0.056 0.009 0.24
H -2.6217 -0.4279 -0.4235 -0.006 0.003 0.003 0.19
N -0.1332 0.8657 -2.4242 0.018 -0.011 -0.015 -0.25
```
Positions in Å, forces in eV/Å.

Computed properties:
- SMILES: CCC(=O)OCCn1c(P(C)C)nn[n+]1CCC(C)C
- Energy above the lowest of the compared OMol25 structures with the same formula, charge and spin: 0.0 kcal/mol
- Orbital gap: 9.14 eV
- Net charge: +1
- Max |F|: 0.40 eV/Å